{
  "formula": "Cl3H3Si2",
  "method": "ωB97M-V/def2-TZVPD",
  "elements": ["Cl", "Si", "Si", "Cl", "Cl", "H", "H", "H"],
  "coordinates": [[-1.594, -1.508, 0.381], [-0.233, -0.941, -0.950], [1.651, -0.634, 0.334], [2.440, 1.280, 0.173], [2.957, -2.059, -0.393], [-0.937, 0.143, -1.565], [-0.235, -2.163, -1.864], [2.057, -0.978, 1.834]],
  "e_homo_ev": -10.555,
  "lumo_energy_ev": -0.47,
  "e_above_lowest_kj_mol": 52.6,
  "gap_ev": 10.1,
  "max_force_ev_per_a": 3.0,
  "smiles": "Cl[SiH2][SiH](Cl)Cl"
}

{
  "formula": "C4H11N3",
  "method": "ωB97M-V/def2-TZVPD",
  "elements": ["C", "C", "N", "C", "C", "N", "N", "H", "H", "H", "H", "H", "H", "H", "H", "H", "H", "H"],
  "coordinates": [[0.749, 1.767, -1.446], [-0.664, -0.799, -1.297], [0.796, 0.968, -0.235], [0.067, -0.757, 1.120], [0.158, -0.200, -0.181], [-0.739, -1.873, 1.361], [0.534, -0.017, 2.134], [0.337, 1.808, 0.966], [-0.537, -2.359, 2.222], [-0.848, -2.512, 0.590], [0.401, 1.173, 1.821], [0.098, -0.239, 3.028], [1.364, 1.287, -2.214], [-0.254, 1.917, -1.863], [1.182, 2.743, -1.227], [-0.546, -0.270, -2.241], [-0.366, -1.833, -1.485], [-1.732, -0.804, -1.054]],
  "e_homo_ev": -6.685,
  "lumo_energy_ev": 0.75,
  "e_above_lowest_kj_mol": 405.2,
  "gap_ev": 7.4,
  "max_force_ev_per_a": 1.3
}

{
  "formula": "C27H24O5S2",
  "method": "ωB97M-V/def2-TZVPD",
  "elements": ["C", "O", "C", "S", "C", "C", "C", "C", "C", "C", "O", "O", "S", "C", "C", "C", "C", "C", "C", "O", "O", "H", "H", "H", "H", "H", "H", "H", "H", "H", "H", "H", "H", "H", "C", "C", "C", "C", "C", "C", "C", "C", "C", "C", "C", "C", "C", "H", "H", "H", "H", "H", "H", "H", "H", "H", "H", "H"],
  "coordinates": [[-0.553, 3.331, 1.413], [-0.172, 1.976, 0.954], [-0.022, 0.943, 1.787], [-0.335, -0.611, 0.938], [-2.087, -0.807, 1.128], [-2.508, -1.281, 2.364], [-3.868, -1.360, 2.628], [-4.793, -0.939, 1.666], [-4.358, -0.463, 0.422], [-2.991, -0.405, 0.147], [-0.092, -0.429, -0.483], [0.357, -1.634, 1.678], [1.498, 0.931, 2.793], [2.757, 0.029, 1.881], [3.201, -1.184, 2.418], [4.065, -1.986, 1.678], [4.516, -1.583, 0.425], [4.098, -0.358, -0.092], [3.237, 0.464, 0.640], [1.905, 2.331, 2.866], [1.303, 0.118, 3.979], [-0.965, 3.818, 0.522], [-1.317, 3.239, 2.196], [0.360, 3.818, 1.774], [-1.750, -1.536, 3.103], [-4.183, -1.737, 3.602], [-5.857, -1.011, 1.893], [-5.069, -0.153, -0.349], [-2.618, -0.050, -0.811], [2.838, -1.495, 3.400], [4.367, -2.941, 2.095], [5.174, -2.226, -0.144], [4.402, -0.045, -1.090], [2.880, 1.407, 0.219], [-1.041, 1.442, 5.307], [-0.807, 2.699, 5.935], [0.524, 3.109, 6.271], [0.745, 4.287, 6.981], [-0.320, 5.119, 7.355], [-1.637, 4.735, 7.069], [-1.877, 3.551, 6.400], [-2.367, 0.893, 5.263], [-2.803, -0.163, 6.132], [-4.158, -0.332, 6.371], [-5.116, 0.429, 5.689], [-4.716, 1.329, 4.693], [-3.356, 1.547, 4.482], [-0.187, 0.776, 5.216], [1.361, 2.450, 6.002], [1.760, 4.558, 7.271], [-0.149, 6.048, 7.885], [-2.489, 5.350, 7.376], [-2.918, 3.238, 6.256], [-2.072, -0.798, 6.644], [-4.489, -1.096, 7.083], [-6.175, 0.297, 5.896], [-5.446, 1.890, 4.106], [-2.999, 2.311, 3.782]],
  "e_homo_ev": -6.621,
  "lumo_energy_ev": -2.75,
  "e_above_lowest_kj_mol": 98.0,
  "gap_ev": 3.9,
  "max_force_ev_per_a": 2.3
}

{
  "formula": "C9H64NO24Pd",
  "method": "ωB97M-V/def2-TZVPD",
  "elements": ["Pd", "C", "C", "C", "C", "C", "C", "N", "O", "C", "C", "C", "H", "H", "H", "H", "H", "H", "H", "H", "H", "H", "H", "H", "H", "H", "H", "H", "H", "H", "O", "H", "H", "O", "H", "H", "O", "H", "H", "O", "H", "H", "O", "H", "H", "O", "H", "H", "O", "H", "H", "O", "H", "H", "O", "H", "H", "O", "H", "H", "O", "H", "H", "O", "H", "H", "O", "H", "H", "O", "H", "H", "O", "H", "H", "O", "H", "H", "O", "H", "H", "O", "H", "H", "O", "H", "H", "O", "H", "H", "O", "H", "H", "O", "H", "H", "O", "H", "H"],
  "coordinates": [[3.111, 0.178, -2.746], [1.249, -1.586, 0.980], [0.090, -1.213, 0.027], [-1.203, -1.238, 0.968], [-2.470, -0.575, 0.424], [-2.182, 0.870, 0.081], [-0.915, 1.072, -0.840], [0.249, 0.221, -0.404], [1.425, 0.469, -1.185], [-0.579, 2.541, -0.609], [-1.362, 0.819, -2.316], [-0.078, -2.329, -1.013], [1.261, -2.580, 1.427], [1.325, -0.799, 1.730], [2.214, -1.573, 0.473], [-1.113, -0.831, 1.975], [-1.560, -2.243, 1.193], [-3.153, -0.683, 1.266], [-2.885, -1.119, -0.425], [-2.157, 1.447, 1.005], [-3.042, 1.307, -0.426], [0.162, 2.742, 0.165], [-1.321, 3.337, -0.548], [-0.235, 2.986, -1.542], [-0.748, 1.216, -3.125], [-2.388, 1.130, -2.514], [-1.355, -0.261, -2.461], [0.607, -2.133, -1.838], [-1.060, -2.370, -1.485], [0.018, -3.369, -0.700], [-2.559, -0.007, 3.728], [-2.793, -0.013, 2.800], [-2.731, 0.891, 4.012], [4.407, 0.455, -0.919], [5.349, 0.625, -0.894], [4.185, 0.206, -0.022], [-3.908, 4.781, -2.495], [-4.353, 4.136, -1.946], [-3.253, 5.176, -1.918], [3.283, -5.590, 0.835], [3.147, -5.964, 1.706], [3.035, -4.670, 0.927], [-0.359, -4.750, 2.263], [0.335, -4.142, 2.520], [-1.136, -4.199, 2.166], [4.317, -2.760, -0.026], [4.952, -3.475, -0.060], [4.063, -2.707, 0.895], [-1.513, 5.903, -1.165], [-0.994, 5.271, -1.663], [-1.345, 5.682, -0.249], [-4.076, -2.743, -3.078], [-3.827, -2.007, -2.520], [-3.715, -2.525, -3.938], [1.879, -5.152, -1.924], [2.555, -5.011, -1.261], [1.356, -5.878, -1.583], [0.243, 4.854, -3.069], [-0.390, 5.356, -3.583], [0.637, 4.250, -3.699], [2.583, -4.119, 3.205], [2.526, -4.103, 4.161], [3.124, -3.360, 2.985], [1.555, 4.492, 2.844], [2.402, 4.572, 3.283], [1.522, 3.582, 2.549], [-5.325, 2.423, -1.296], [-6.144, 2.231, -0.840], [-5.207, 1.688, -1.897], [0.378, 1.450, 2.470], [-0.140, 2.004, 1.885], [0.892, 0.896, 1.883], [-6.140, -1.362, 2.003], [-5.566, -2.126, 1.964], [-6.665, -1.495, 2.792], [1.379, -0.124, -4.065], [0.582, -0.318, -3.572], [1.080, 0.394, -4.812], [0.805, -4.172, -4.211], [-0.047, -4.594, -4.322], [1.145, -4.530, -3.391], [1.116, -0.227, 4.656], [0.944, 0.287, 3.867], [1.733, 0.304, 5.159], [-0.605, -2.617, 4.582], [-1.326, -2.613, 3.952], [-0.101, -1.831, 4.374], [2.235, 4.433, -1.390], [1.577, 4.746, -2.011], [2.867, 5.150, -1.329], [3.327, -1.838, -2.270], [2.901, -2.619, -2.624], [3.701, -2.127, -1.437], [3.473, 3.360, 1.064], [3.572, 2.417, 0.932], [2.827, 3.628, 0.410], [-0.653, 4.995, 1.322], [0.203, 4.725, 1.656], [-1.226, 4.975, 2.089]],
  "e_homo_ev": [-12.095, -11.616],
  "lumo_energy_ev": [-3.15, -4.16],
  "e_above_lowest_kj_mol": 0.0,
  "gap_ev": [8.9, 7.5],
  "s_squared": 2.01,
  "max_force_ev_per_a": 5.5,
  "total_charge": 1,
  "spin_multiplicity": 3
}

{
  "formula": "C7H17NSSi",
  "method": "ωB97M-V/def2-TZVPD",
  "elements": ["C", "C", "Si", "C", "C", "N", "C", "C", "C", "S", "H", "H", "H", "H", "H", "H", "H", "H", "H", "H", "H", "H", "H", "H", "H", "H", "H"],
  "coordinates": [[1.634, 2.024, -1.480], [0.175, 2.094, -1.202], [-0.422, 0.579, -0.214], [-2.175, 0.122, -0.813], [-2.101, -0.566, -2.129], [-0.462, 0.812, 1.546], [-0.064, -0.445, 2.152], [1.147, -1.099, 1.451], [1.363, -2.575, 1.835], [1.109, -0.986, -0.328], [1.884, 1.230, -2.173], [2.173, 1.823, -0.541], [2.049, 2.956, -1.892], [-0.011, 2.968, -0.548], [-0.479, 2.263, -2.067], [-2.598, -0.546, -0.096], [-2.776, 0.983, -0.777], [-1.526, -1.464, -1.967], [-3.112, -0.843, -2.428], [-1.596, -0.020, -2.912], [0.273, 1.502, 1.688], [0.115, -0.350, 3.242], [-0.920, -1.122, 2.066], [2.019, -0.470, 1.727], [0.438, -3.179, 1.687], [1.668, -2.663, 2.900], [2.195, -3.028, 1.274]],
  "e_homo_ev": -8.663,
  "lumo_energy_ev": 0.80,
  "gap_ev": 9.5,
  "max_force_ev_per_a": 2.4,
  "smiles": "CC[Si]1(CC)NC[C@@H](C)S1"
}